DFT (ωB97M-V with the def2-TZVPD basis set) results for a 2-piece molecular cluster, C6H15NO overall.

- HOMO energy: -0.307 Eh
- SMILES: CCN1CCCC1.O
- Total charge: 0
- LUMO level: 0.844 eV

Each atom is followed by the atoms it is bonded to, with distances in Å.
Geometry (Å):
1 N 0.37864 -0.57625 0.70640  C3 1.437, C10 1.469, C23 1.483
2 H 0.64245 2.30811 2.54230  C13 1.069
3 C 1.27022 -1.38035 -0.08388  N1 1.437, H9 1.106, C11 1.562, H20 1.108
4 H -1.73018 -1.19583 0.43249  C23 1.114
5 H 0.32705 -3.02760 -1.26427  C11 1.092
6 O -1.24694 2.48470 -0.91054  H14 0.958, H15 0.976
7 H -0.50841 -0.22076 -2.11443  C22 1.100
8 H 1.85466 0.89200 1.29869  C10 1.113
9 H 1.62318 -2.21849 0.54604  C3 1.106
10 C 0.80133 0.81005 0.94897  N1 1.469, H8 1.113, C13 1.494, H16 1.097
11 C 0.59574 -1.97324 -1.36206  C3 1.562, H5 1.092, H18 1.082, C22 1.593
12 H -1.44910 -1.79597 -1.74697  C22 1.091
13 C 0.15339 1.44935 2.13392  H2 1.069, C10 1.494, H17 1.098, H19 1.097
14 H -1.83809 2.68392 -1.63753  O6 0.958
15 H -1.61741 1.75656 -0.37658  O6 0.976
16 H 0.81506 1.38486 0.01447  C10 1.097
17 H 0.31009 0.69783 2.91950  C13 1.098
18 H 1.20797 -1.76237 -2.22900  C11 1.082
19 H -0.89967 1.72591 1.99619  C13 1.097
20 H 2.23185 -0.87119 -0.29055  C3 1.108
21 H -1.29818 0.47309 -0.07372  C23 1.126
22 C -0.70798 -1.06024 -1.43168  H7 1.100, C11 1.593, H12 1.091, C23 1.506
23 C -0.91567 -0.58407 -0.01774  N1 1.483, H4 1.114, H21 1.126, C22 1.506

=====

DFT (ωB97M-V with the def2-TZVPD basis set) results for a 2-piece molecular cluster, C6H15NO overall.

- HOMO energy: -0.357 Eh
- SMILES: CCC(N)=O.CCC
- Total charge: 0
- LUMO level: 0.786 eV

Each atom is followed by the atoms it is bonded to, with distances in Å.
Geometry (Å):
1 H 1.12774 2.74843 1.43778  N10 1.006
2 H 1.80990 -3.46517 0.08058  C12 1.093
3 H 0.86038 -1.20976 1.47713  C8 1.092
4 H -1.01522 0.17796 -1.08520  C17 1.080
5 H -1.60543 2.55392 -1.69510  C15 1.089
6 O 0.73452 3.12163 -1.04008  C14 1.215
7 H 2.47737 -1.81970 1.61920  C8 1.088
8 C 1.76029 -1.43078 0.89889  H3 1.092, H7 1.088, C12 1.564, H22 1.090
9 H -0.26648 -2.80810 -1.53409  C11 1.093
10 N 0.19200 2.63042 1.08884  H1 1.006, C14 1.358, H16 1.008
11 C -0.08474 -2.57475 -0.48215  H9 1.093, C12 1.529, H13 1.094, H18 1.091
12 C 1.41577 -2.48621 -0.20203  H2 1.093, C8 1.564, C11 1.529, H19 1.083
13 H -0.62193 -3.30947 0.12530  C11 1.094
14 C -0.09233 2.74405 -0.23402  O6 1.215, N10 1.358, C15 1.509
15 C -1.47864 2.30820 -0.64183  H5 1.089, C14 1.509, C17 1.536, H21 1.090
16 H -0.47624 2.38549 1.80265  N10 1.008
17 C -1.64540 0.79234 -0.45907  H4 1.080, C15 1.536, H20 1.093, H23 1.098
18 H -0.54389 -1.59915 -0.31558  C11 1.091
19 H 1.92358 -2.15280 -1.09845  C12 1.083
20 H -1.56151 0.52131 0.59609  C17 1.093
21 H -2.26680 2.84549 -0.11524  C15 1.090
22 H 2.05049 -0.49569 0.41982  C8 1.090
23 H -2.69342 0.52233 -0.64340  C17 1.098

=====

DFT (ωB97M-V with the def2-TZVPD basis set) results for a 3-piece molecular cluster, C6H15NO overall.

- HOMO energy: -0.294 Eh
- Total charge: 0
- LUMO level: -3.094 eV

Each atom is followed by the atoms it is bonded to, with distances in Å.
Geometry (Å):
1 H 0.58611 -0.70233 -2.14810  C12 1.088
2 C -2.17558 -0.92270 0.41657  H7 1.089, N14 1.434, H17 1.098
3 H -0.94015 1.09218 1.49684  C13 1.105
4 H 2.35367 -1.02054 -2.59960  C12 1.082
5 H 1.64889 -0.28762 1.23114  C9 1.097
6 H 0.17487 1.26257 -0.62622  C10 1.092
7 H -2.38425 -1.15448 -0.62670  C2 1.089
8 H -0.47905 -1.71798 1.23882  N14 1.057
9 C 1.10417 0.66458 1.20368  H5 1.097, C10 1.522, C13 1.551, H23 1.092
10 C 1.17565 1.27288 -0.18944  H6 1.092, C9 1.522, H18 1.091, C19 1.529
11 H -0.33518 -0.17417 2.55720  C13 1.096
12 C 1.64152 -0.57904 -1.91434  H1 1.088, H4 1.082, C19 1.334
13 C -0.33239 0.16965 1.51613  H3 1.105, C9 1.551, H11 1.096, N14 1.471
14 N -0.75461 -0.91163 0.61274  C2 1.434, H8 1.057, C13 1.471
15 O -2.31007 0.93206 -1.80657  H21 0.954, H22 0.963
16 H 3.12634 0.46764 -1.02540  C19 1.089
17 H -2.57227 -1.66811 1.11772  C2 1.098
18 H 1.66036 2.24836 -0.24961  C10 1.091
19 C 2.04304 0.35536 -1.05146  C10 1.529, C12 1.334, H16 1.089
20 H 0.91207 -1.75258 2.29969  no bonds
21 H -2.94068 0.63283 -2.45706  O15 0.954
22 H -2.54753 0.44098 -1.01284  O15 0.963
23 H 1.34506 1.35210 2.01684  C9 1.092

=====

DFT (ωB97M-V with the def2-TZVPD basis set) results for a 3-piece molecular cluster, C6H15NO overall.

- HOMO energy: -0.317 Eh
- SMILES: C=CC.C=O.CNC
- Total charge: 0
- LUMO level: 0.811 eV

Each atom is followed by the atoms it is bonded to, with distances in Å.
Geometry (Å):
1 C 0.42339 -2.22616 -0.68883  O6 1.211, H16 1.101, H18 1.101
2 C 1.07387 -0.61988 2.11475  C3 1.495, H5 1.091, H9 1.090, H17 1.091
3 C 1.36105 -0.21128 0.70595  C2 1.495, C4 1.325, H22 1.157
4 C 2.56080 -0.29004 0.14881  C3 1.325, H19 1.079, H20 1.082
5 H 0.24628 -1.33108 2.13274  C2 1.091
6 O -0.73900 -2.21373 -0.34934  C1 1.211
7 H -1.99918 0.94922 1.33636  C10 1.087
8 H -0.54463 0.75655 -2.54437  C12 1.090
9 H 1.94271 -1.07180 2.59303  C2 1.090
10 C -2.04232 1.45180 0.37399  H7 1.087, H14 1.089, H15 1.097, N21 1.453
11 H -2.20876 1.33770 -2.33071  C12 1.101
12 C -1.19856 1.33503 -1.89256  H8 1.090, H11 1.101, N21 1.453, H23 1.093
13 H -1.42075 -0.22469 -0.59608  N21 1.024
14 H -1.69804 2.47789 0.49667  C10 1.089
15 H -3.08677 1.47610 0.03881  C10 1.097
16 H 0.77286 -1.71513 -1.59904  C1 1.101
17 H 0.75796 0.24269 2.70351  C2 1.091
18 H 1.17004 -2.87340 -0.20414  C1 1.101
19 H 2.74677 0.02951 -0.86537  C4 1.079
20 H 3.40785 -0.72329 0.66453  C4 1.082
21 N -1.16193 0.76496 -0.55638  C10 1.453, C12 1.453, H13 1.024
22 H 0.47968 0.31092 0.16811  C3 1.157
23 H -0.84334 2.36811 -1.85045  C12 1.093

=====

DFT (ωB97M-V with the def2-TZVPD basis set) results for a 2-piece molecular cluster, C6H15NO overall.

- Multiplicity: 2
- HOMO energy (spin up / spin down): -0.513 / -0.556 Eh
- Total charge: +1
- LUMO level (spin up / spin down): -3.358 / -6.826 eV
- <S²>: 0.76

Each atom is followed by the atoms it is bonded to, with distances in Å.
Geometry (Å):
1 H -2.56699 3.17162 0.19798  O4 0.962
2 H -2.01500 -0.35795 -0.57641  C5 1.050
3 C 0.54084 -0.54415 -0.93176  C8 1.471, C20 1.565, H21 1.089, H23 1.091
4 O -2.96011 2.36261 0.54012  H1 0.962, H16 0.961
5 C -1.59780 -0.71506 0.31813  H2 1.050, C8 1.396, N9 1.312
6 H 0.86320 -0.78045 2.04789  C7 1.093
7 C 0.49169 -1.56411 1.38215  H6 1.093, C8 1.468, H12 1.091, H15 1.093
8 C -0.22705 -0.96879 0.24933  C3 1.471, C5 1.396, C7 1.468
9 N -2.36545 -1.04623 1.32925  C5 1.312, H11 1.014, H22 1.012
10 H 3.39360 0.13653 -1.35807  C13 1.088
11 H -3.32434 -0.71832 1.30673  N9 1.014
12 H 1.36711 -2.14489 1.08620  C7 1.091
13 C 2.59524 0.83293 -1.60635  H10 1.088, H17 1.087, H19 1.087, C20 1.526
14 H 1.84102 0.65728 0.38839  C20 1.091
15 H -0.09030 -2.29303 1.95212  C7 1.093
16 H -2.57505 1.69336 -0.03275  O4 0.961
17 H 2.95326 1.85926 -1.63780  C13 1.087
18 H 0.84304 1.61615 -0.68411  C20 1.091
19 H 2.29443 0.67329 -2.63833  C13 1.087
20 C 1.43516 0.70194 -0.62302  C3 1.565, C13 1.526, H14 1.091, H18 1.091
21 H 1.22972 -1.31955 -1.26308  C3 1.089
22 H -1.98572 -1.04763 2.26712  N9 1.012
23 H -0.14049 -0.20482 -1.71374  C3 1.091

=====

DFT (ωB97M-V with the def2-TZVPD basis set) results for a 2-piece molecular cluster, C6H15NO2 overall.

- HOMO energy: -0.313 Eh
- SMILES: COC(C)=O.CCNC
- Total charge: 0
- LUMO level: 0.899 eV

Each atom is followed by the atoms it is bonded to, with distances in Å.
Geometry (Å):
1 H -1.20679 -2.49315 1.66143  C21 1.095
2 H -2.16047 1.29380 0.95786  C14 1.086
3 H 0.94451 1.10055 -2.24719  C8 1.091
4 O -1.18066 0.98898 -1.49164  C12 1.202
5 H -0.05371 -1.30997 -1.50835  C11 1.090
6 H 0.78190 -3.18900 0.56501  N22 1.016
7 H -2.24537 2.92300 0.29321  C14 1.088
8 C 1.33202 1.93624 -1.66178  H3 1.091, H10 1.089, O19 1.422, H20 1.091
9 H 1.10079 -2.63366 -1.73441  C11 1.090
10 H 2.30971 1.69299 -1.24857  C8 1.089
11 C 0.70874 -1.91354 -1.01661  H5 1.090, H9 1.090, H15 1.100, N22 1.448
12 C -0.77314 1.69541 -0.60875  O4 1.202, C14 1.505, O19 1.340
13 H 0.70108 -0.12856 1.25856  C23 1.087
14 C -1.56643 2.12754 0.59471  H2 1.086, H7 1.088, C12 1.505, H24 1.085
15 H 1.53256 -1.25345 -0.70582  C11 1.100
16 H -0.42298 -0.36331 2.59676  C23 1.087
17 H 0.96101 -1.44335 2.41116  C23 1.089
18 H -1.36838 -1.23137 0.42813  C21 1.093
19 O 0.46219 2.21245 -0.57176  C8 1.422, C12 1.340
20 H 1.40706 2.82356 -2.29234  C8 1.091
21 C -0.64842 -1.81529 1.00811  H1 1.095, H18 1.093, N22 1.448, C23 1.534
22 N 0.08492 -2.63952 0.07007  H6 1.016, C11 1.448, C21 1.448
23 C 0.20346 -0.87643 1.87150  H13 1.087, H16 1.087, H17 1.089, C21 1.534
24 H -0.90360 2.49608 1.37070  C14 1.085